1.
Density functional theory data (wB97M-V/def2-TZVPD) for the molecule C5H8O.

The geometry in XYZ format:
```
14
Properties=species:S:1:pos:R:3:forces:R:3
C -1.746 -0.106 -0.255 -0.23 -0.05 -0.13
C -1.417 1.312 -0.364 -0.13 0.10 -0.11
C -0.408 0.414 0.367 0.42 -0.03 0.11
C 0.689 -0.071 -0.396 -0.28 0.10 0.33
C 1.873 -0.535 0.375 -0.09 0.20 0.13
O 2.221 -1.813 -0.121 0.17 -0.15 -0.34
H -1.634 -0.739 -1.129 -0.01 0.14 0.19
H -2.480 -0.430 0.476 0.19 0.08 -0.07
H -1.929 2.017 0.283 0.09 -0.12 -0.11
H -1.078 1.696 -1.320 -0.08 -0.07 0.16
H -0.410 0.475 1.461 0.05 0.03 -0.22
H 1.874 -1.809 -1.030 0.18 -0.13 0.19
H 2.670 0.212 0.182 -0.17 -0.04 0.04
H 1.775 -0.622 1.469 -0.11 -0.06 -0.15
```
Forces are in eV/Å.

Its spin multiplicity is 1. The calculation puts the HOMO-LUMO gap at 8.6 eV. The highest occupied orbital energy comes out at -8.5 eV.


2.
Density functional theory data (wB97M-V/def2-TZVPD) for a structure of composition C5H8O.

The geometry in XYZ format:
```
14
Properties=species:S:1:pos:R:3:forces:R:3
C -1.839 -0.768 -1.324 0.06 -0.10 -0.10
C -1.315 0.104 -0.217 0.15 0.03 0.09
C -0.012 0.297 -0.046 -0.46 -0.15 0.08
C 0.934 0.526 1.109 -0.02 0.03 0.11
C 2.012 0.303 0.034 0.33 0.04 0.12
O 0.997 0.028 -0.956 -0.06 -0.11 -0.10
H -1.019 -0.995 -2.008 -0.19 0.01 -0.05
H -2.140 -1.713 -0.854 -0.06 0.03 -0.20
H -1.965 0.415 0.597 0.06 -0.18 -0.06
H -2.700 -0.415 -1.907 0.26 0.22 0.27
H 0.853 -0.305 1.817 0.09 0.24 -0.02
H 0.921 1.474 1.652 0.02 -0.10 -0.22
H 2.599 1.188 -0.232 -0.10 -0.14 -0.02
H 2.669 -0.562 0.158 -0.08 0.17 0.09
```
Forces are in eV/Å.

Its spin multiplicity is 1. The calculation puts the HOMO-LUMO gap at 9.3 eV. The highest occupied orbital energy comes out at -8.2 eV.


3.
Density functional theory data (wB97M-V/def2-TZVPD) for the molecule C5H8O.

The geometry in XYZ format:
```
14
Properties=species:S:1:pos:R:3:forces:R:3
C -1.216 -0.967 -0.461 0.00 -0.04 0.07
C -0.577 0.398 -0.594 -0.05 -0.06 0.04
C -0.178 1.204 0.597 -0.16 0.12 0.19
C 0.899 0.588 -0.261 0.24 -0.09 0.06
C 1.573 -0.517 0.500 0.15 -0.09 -0.11
O 2.536 -1.159 0.164 -0.37 0.39 0.05
H -0.820 -1.496 0.410 -0.12 0.00 -0.10
H -2.301 -0.886 -0.337 0.13 0.01 -0.04
H -1.013 -1.584 -1.344 -0.04 0.11 0.14
H -0.932 0.968 -1.456 0.27 -0.09 0.23
H -0.235 0.684 1.555 -0.29 0.30 -0.12
H -0.347 2.272 0.672 0.07 -0.11 -0.28
H 1.527 1.160 -0.944 -0.19 -0.11 0.20
H 1.082 -0.668 1.499 0.36 -0.35 -0.31
```
Forces are in eV/Å.

Its spin multiplicity is 1. The calculation puts the HOMO-LUMO gap at 10.9 eV. The highest occupied orbital energy comes out at -9.8 eV. Its SMILES is C[C@H]1C[C@H]1C=O.


4.
Density functional theory data (wB97M-V/def2-TZVPD) for the molecule C5H8O in a non-equilibrium geometry.

The geometry in XYZ format:
```
14
Properties=species:S:1:pos:R:3:forces:R:3
C 1.463 -1.070 -0.382 -0.64 -0.95 -1.25
C 0.545 0.052 -0.019 -0.26 -0.12 -0.18
C -0.290 0.517 1.187 0.23 0.13 0.16
C -1.482 0.831 0.228 0.00 -0.40 -0.22
C -0.616 0.150 -0.898 0.05 -0.89 -0.68
O 0.481 1.036 -1.049 0.24 0.04 -0.18
H 0.836 -1.576 -1.298 2.13 0.29 2.37
H 1.701 -1.726 0.473 -0.28 -0.05 -0.67
H 2.387 -0.725 -0.851 0.02 0.08 0.32
H -0.532 -0.316 1.857 0.14 0.14 -0.15
H 0.115 1.354 1.761 -0.03 -0.08 0.03
H -2.426 0.351 0.488 0.19 -0.08 0.00
H -1.653 1.915 0.108 0.09 -0.59 -0.40
H -0.530 -0.792 -1.606 -1.86 2.46 0.83
```
Forces are in eV/Å.

Its spin multiplicity is 1. The calculation puts the HOMO-LUMO gap at 10.6 eV. The highest occupied orbital energy comes out at -9.5 eV. Its SMILES is C[C@]12CC[C@H]1O2.


5.
Density functional theory data (wB97M-V/def2-TZVPD) for the molecule C5H8O.

The geometry in XYZ format:
```
14
Properties=species:S:1:pos:R:3:forces:R:3
O -0.522 -0.335 -1.612 -0.23 -0.01 -0.08
C -0.145 -0.761 -0.315 0.08 -0.02 0.27
C 1.393 -0.639 -0.301 0.11 0.13 -0.17
C 2.125 0.603 -0.052 -0.29 -0.26 0.12
C -1.303 1.263 0.578 0.04 -0.14 0.04
C -0.828 0.036 0.770 -0.07 0.20 -0.02
H -1.487 -0.374 -1.656 0.16 0.04 -0.08
H -0.396 -1.826 -0.179 0.02 0.17 -0.05
H 1.801 -1.220 -1.136 -0.02 0.01 0.16
H 1.811 -1.123 0.617 0.04 0.06 0.01
H 1.456 1.245 0.562 0.09 -0.06 -0.15
H -1.209 1.746 -0.392 -0.05 -0.07 0.15
H -1.786 1.826 1.371 0.07 -0.13 -0.08
H -0.909 -0.441 1.747 0.05 0.08 -0.13
```
Forces are in eV/Å.

Its spin multiplicity is 1. The calculation puts the HOMO-LUMO gap at 8.7 eV. The highest occupied orbital energy comes out at -8.6 eV.


6.
Density functional theory data (wB97M-V/def2-TZVPD) for the molecule C5H8O in a non-equilibrium geometry.

The geometry in XYZ format:
```
14
Properties=species:S:1:pos:R:3:forces:R:3
O 0.474 0.486 -2.737 -0.20 -0.46 0.61
C 0.291 -0.202 -1.768 -0.03 0.21 0.03
C -0.661 0.068 -0.578 0.25 -0.13 -0.39
C -0.083 1.169 0.370 0.09 0.08 -0.07
C 0.362 0.062 1.360 0.11 -0.05 0.14
C -0.296 -1.012 0.460 0.17 -0.34 0.01
H 0.877 -1.160 -1.541 -0.17 0.80 -0.95
H -1.701 0.198 -0.914 0.38 -0.11 0.07
H 0.709 1.759 -0.100 -0.04 -0.04 0.17
H -0.806 1.870 0.805 0.00 -0.30 -0.29
H 1.445 -0.072 1.430 -0.12 0.11 0.06
H -0.032 0.173 2.374 -0.01 -0.08 -0.19
H 0.468 -1.646 -0.023 -0.32 -0.12 0.69
H -1.048 -1.693 0.862 -0.11 0.41 0.09
```
Forces are in eV/Å.

Its spin multiplicity is 1. The calculation puts the HOMO-LUMO gap at 10.7 eV. The highest occupied orbital energy comes out at -9.8 eV. Its SMILES is O=CC1CCC1.


7.
Density functional theory data (wB97M-V/def2-TZVPD) for the molecule C5H8O.

The geometry in XYZ format:
```
14
Properties=species:S:1:pos:R:3:forces:R:3
C -1.360 -0.872 -0.379 -0.03 -0.10 0.01
C -0.589 0.436 -0.486 -0.10 -0.02 -0.10
C -0.109 1.142 0.732 -0.09 0.07 0.18
C 0.905 0.545 -0.218 0.22 -0.01 -0.15
C 1.696 -0.619 0.242 0.17 0.05 -0.09
O 2.848 -0.806 -0.075 -0.39 -0.02 0.14
H -2.043 -0.862 0.474 0.04 0.03 -0.07
H -1.962 -1.047 -1.273 0.09 0.08 0.05
H -0.715 -1.745 -0.268 -0.01 0.08 0.01
H -0.909 1.082 -1.301 0.05 -0.09 0.16
H -0.245 0.622 1.678 0.02 0.10 -0.11
H -0.165 2.224 0.790 0.02 -0.19 0.00
H 1.472 1.226 -0.845 -0.08 -0.10 0.08
H 1.177 -1.326 0.929 0.10 0.13 -0.10
```
Forces are in eV/Å.

Its spin multiplicity is 1. The calculation puts the HOMO-LUMO gap at 10.8 eV. The highest occupied orbital energy comes out at -9.7 eV. Its SMILES is C[C@H]1C[C@H]1C=O.


8.
Density functional theory data (wB97M-V/def2-TZVPD) for the molecule C5H8O in a non-equilibrium geometry.

The geometry in XYZ format:
```
14
Properties=species:S:1:pos:R:3:forces:R:3
C -2.183 -0.356 -0.620 -0.24 0.00 -0.02
C -1.102 0.286 0.109 -0.41 0.73 0.62
C -0.305 0.898 0.783 -0.15 -0.40 -0.41
C 1.080 1.113 1.164 0.30 -0.19 -0.14
O 1.980 0.203 0.443 -0.17 0.30 0.26
C 1.471 -0.737 -0.476 -0.39 -0.15 -0.19
H -2.255 -1.426 -0.401 0.04 0.18 0.03
H -3.096 0.133 -0.282 -0.26 -0.15 -0.17
H -2.096 -0.227 -1.703 0.04 0.05 0.19
H 1.220 0.949 2.242 0.06 -0.05 -0.29
H 1.391 2.143 0.939 0.02 -0.29 -0.01
H 1.857 -0.569 -1.490 0.28 0.01 0.31
H 1.657 -1.771 -0.154 0.30 0.27 0.02
H 0.381 -0.639 -0.553 0.58 -0.31 -0.20
```
Forces are in eV/Å.

Its spin multiplicity is 1. The calculation puts the HOMO-LUMO gap at 10.3 eV. The highest occupied orbital energy comes out at -9.4 eV. Its SMILES is CC#CCOC.


In the order shown, the computed energy above the lowest of the compared OMol25 structures with the same formula, charge and spin values come out to 101.8; 41.9; 30.8; 79.2; 115.2; 37.4; 28.3; 74.1 kcal per mole.
In the order shown, the computed E_tot values come out to -270.39569; -270.49109; -270.50881; -270.43165; -270.37437; -270.49828; -270.51280; -270.43976 Ha.